# 1
Entry from the OMol25 dataset: a 4-piece molecular cluster, C10H24ClN3O8 overall in a non-equilibrium geometry (ωB97M-V/def2-TZVPD).

XYZ file:
```
46
Properties=species:S:1:pos:R:3:forces:R:3:mulliken_charge:R:1
C 14.026 24.761 -8.859 0.3 -0.6 2.0 -1.36
C 15.490 24.783 -9.187 1.8 1.3 -1.9 -0.24
C 16.505 25.332 -8.119 -0.5 -0.6 -0.8 -0.75
N 18.006 25.389 -8.585 -0.9 -0.6 -0.6 0.26
C 18.522 23.937 -8.768 -0.8 0.9 -0.8 -1.15
C 18.158 26.173 -9.909 0.9 0.6 0.9 -0.71
C 19.615 26.727 -9.812 -0.2 -1.0 0.6 -0.81
C 19.867 27.061 -8.247 -1.2 0.3 -2.3 -0.56
C 18.908 26.108 -7.533 -0.4 -1.2 -0.4 -0.47
H 14.070 24.305 -7.869 -1.0 -0.4 0.2 0.33
H 13.483 24.105 -9.539 0.0 0.3 0.1 0.36
H 13.533 25.717 -8.684 0.2 0.1 -0.5 0.35
H 15.583 25.379 -10.094 0.3 0.3 -0.2 0.34
H 15.820 23.802 -9.528 -0.1 -0.2 0.4 0.25
H 16.397 24.624 -7.298 0.6 0.3 0.4 0.51
H 16.258 26.344 -7.798 0.0 -0.1 0.0 0.44
H 17.879 23.484 -9.522 0.1 0.0 0.1 0.38
H 18.437 23.364 -7.844 0.1 0.3 0.1 0.43
H 19.530 23.958 -9.180 0.0 0.1 0.4 0.43
H 17.959 25.553 -10.783 0.3 -0.3 0.3 0.38
H 17.436 26.987 -9.980 -0.1 -0.1 0.6 0.47
H 20.230 25.900 -10.165 0.4 0.1 0.3 0.31
H 19.800 27.529 -10.526 -0.1 0.2 0.4 0.45
H 20.907 27.020 -7.925 -0.2 -0.4 -0.1 0.35
H 19.556 28.100 -8.140 -0.1 0.0 0.3 0.31
H 19.422 25.242 -7.116 0.1 0.5 0.6 0.31
H 18.202 26.541 -6.823 0.4 0.1 0.1 0.38
Cl 15.822 20.732 -3.272 0.4 -2.1 -1.6 1.64
O 14.536 21.348 -3.351 -1.2 -0.1 0.5 -0.65
O 16.769 21.717 -2.960 1.8 2.0 1.7 -0.65
O 15.882 19.607 -2.354 -0.5 0.9 0.1 -0.65
O 16.204 20.244 -4.578 -0.4 -0.5 -0.8 -0.69
C 21.876 18.386 -3.143 0.4 0.3 0.2 -0.62
N 22.997 18.701 -4.097 0.8 -1.0 -0.9 0.80
O 23.876 17.838 -4.258 -1.3 1.1 0.6 -0.50
O 22.949 19.730 -4.735 -0.1 0.1 0.3 -0.50
H 21.276 19.271 -2.930 0.2 0.0 -0.4 0.31
H 22.366 18.068 -2.223 -0.2 -0.4 -0.2 0.27
H 21.267 17.624 -3.628 0.2 -0.1 0.3 0.26
C 12.702 26.563 -1.905 -1.1 0.0 0.3 -0.60
N 13.183 27.835 -2.434 1.7 2.2 0.8 0.75
O 13.253 28.808 -1.606 -0.3 -2.6 -2.9 -0.49
O 13.625 27.808 -3.586 -0.7 0.8 1.6 -0.49
H 13.579 26.018 -1.558 -0.2 0.0 0.0 0.28
H 12.170 26.040 -2.699 0.3 0.0 0.1 0.27
H 12.004 26.834 -1.112 0.3 -0.4 0.1 0.28
```
Forces are in eV/Å.

Max |F| in eV/Å: 3.9
HOMO level in Eh: -0.276
Charge: 0
DFT total energy in hartree: -1621.222732



# 2
Entry from the OMol25 dataset: C10H24IO3P2Sm as an isolated structure in a non-equilibrium geometry (ωB97M-V/def2-TZVPD).

XYZ file:
```
41
Properties=species:S:1:pos:R:3:forces:R:3:mulliken_charge:R:1
C 2.068 -1.704 -3.803 0.0 -0.5 -0.3 -0.84
I 0.703 -1.903 -2.086 0.6 -0.3 -1.2 0.24
H 2.292 -2.769 -3.937 0.1 0.5 -0.2 0.33
H 2.959 -1.108 -3.588 -0.4 -0.1 0.3 0.33
H 1.483 -1.302 -4.641 0.1 -0.1 0.5 0.37
Sm -0.025 -0.094 0.205 -1.3 0.7 1.8 0.74
P 2.565 -0.482 1.252 1.2 -0.3 0.7 0.65
C 3.771 0.868 1.039 -0.2 0.3 -0.2 -1.19
C 2.479 -0.609 3.082 -0.3 0.0 -0.1 -1.22
H 3.481 -0.755 3.507 -0.2 0.0 -0.1 0.40
H 4.455 -1.949 1.354 -0.3 -0.2 -0.3 0.37
H 1.833 -1.447 3.369 0.2 0.1 0.0 0.39
H 2.937 -2.876 1.033 0.2 0.2 0.0 0.37
H 3.327 1.820 1.363 0.2 -0.3 0.0 0.36
H 2.033 0.304 3.493 0.2 -0.1 -0.1 0.36
C 3.514 -1.974 0.782 0.0 0.0 0.0 -1.10
H 4.648 0.631 1.653 -0.1 0.2 -0.2 0.41
H 3.722 -2.003 -0.298 0.0 0.1 0.4 0.34
H 4.066 0.975 -0.014 0.0 -0.1 0.3 0.37
P -2.623 -0.013 -1.275 -1.0 -0.3 -0.3 0.67
C -3.116 1.385 -2.340 0.2 0.2 0.0 -1.22
C -2.979 -1.459 -2.351 0.1 0.0 -0.1 -1.22
H -3.919 -1.005 0.532 -0.1 0.1 -0.1 0.37
H -5.000 -0.131 -0.594 0.4 0.0 0.0 0.41
H -3.981 0.751 0.586 -0.1 -0.1 -0.1 0.33
C -4.025 -0.109 -0.090 0.2 0.1 0.3 -1.17
H -2.904 -2.394 -1.777 -0.1 0.2 -0.1 0.39
H -4.006 -1.347 -2.734 0.4 -0.2 0.1 0.38
H -4.138 1.209 -2.711 0.4 0.1 0.1 0.40
H -2.425 1.490 -3.186 -0.2 -0.1 0.1 0.38
H -2.275 -1.530 -3.193 -0.3 0.1 0.2 0.35
H -3.084 2.318 -1.761 -0.1 -0.2 -0.2 0.37
C 0.236 1.848 -1.343 1.3 3.9 -2.7 0.38
O 0.506 2.763 -1.978 -1.0 -3.0 2.1 -0.09
C -1.465 2.140 3.438 -0.2 -0.1 0.1 -1.08
C -0.903 1.423 2.262 -0.2 -0.3 0.0 1.08
O 0.124 1.853 1.630 -0.7 -1.1 -0.3 -0.69
O -1.492 0.315 1.890 1.1 0.6 -0.2 -0.68
H -1.124 3.171 3.487 0.1 -0.1 0.0 0.34
H -1.159 1.604 4.351 -0.1 0.2 -0.3 0.32
H -2.560 2.097 3.394 0.3 0.0 0.0 0.34
```
Forces are in eV/Å.

Max |F| in eV/Å: 4.9
HOMO level (spin up / spin down) in Eh: -0.571 / -0.571
Multiplicity: 6
Charge: +2
DFT total energy in hartree: -2259.030292
ΔE to the lowest compared entry with this formula, charge and spin in kJ/mol: 0.0



# 3
Entry from the OMol25 dataset: C10H24NO7PSSi2 as an isolated structure in a non-equilibrium geometry (ωB97M-V/def2-TZVPD).

XYZ file:
```
46
Properties=species:S:1:pos:R:3:forces:R:3:mulliken_charge:R:1
C 5.522 1.645 -0.733 1.2 -1.0 -0.2 -0.93
C 5.109 0.639 -1.836 0.9 1.0 2.1 0.73
O 4.902 1.047 -2.923 -0.8 -0.1 -1.7 -0.49
O 5.060 -0.671 -1.458 -1.0 0.9 0.1 -0.40
C 3.929 -1.377 -1.986 -0.5 -2.2 0.3 -0.69
C 2.983 -1.833 -0.818 -0.3 1.5 -0.7 -0.61
C 1.899 -0.693 -0.654 0.2 0.3 0.1 -0.65
Si 0.347 -1.018 -1.682 -0.1 -1.0 0.2 0.41
O -0.968 0.024 -1.351 1.7 1.1 0.1 -0.16
Si -0.573 1.547 -0.823 -1.9 -0.7 0.2 0.32
O -1.966 2.128 0.044 1.2 -0.4 0.3 -0.32
C -1.589 2.377 1.271 -1.3 -0.1 -2.8 0.58
N -1.194 2.685 2.285 0.8 0.5 2.6 -0.46
P -0.230 3.020 -2.451 0.1 1.8 -1.4 0.63
O -1.654 3.624 -2.987 1.0 -0.4 0.8 -0.53
O 0.516 4.306 -1.722 -0.7 -1.1 -0.2 -0.47
S 0.883 2.358 -3.882 0.0 -0.4 0.3 -0.35
H 5.905 1.130 0.165 -0.6 0.3 -0.2 0.32
H 6.394 2.180 -1.154 -0.6 0.0 0.2 0.32
H 4.723 2.365 -0.513 0.2 -0.4 -0.1 0.21
H 4.320 -2.297 -2.462 -0.1 0.6 -0.1 0.35
H 3.314 -0.795 -2.687 0.8 0.0 0.0 0.46
H 3.593 -1.904 0.095 -0.4 -0.3 -0.3 0.33
H 2.468 -2.776 -1.071 0.5 0.2 0.2 0.36
H 2.356 0.248 -1.036 -0.2 -0.3 0.5 0.24
H 1.605 -0.530 0.400 0.2 -0.1 -0.4 0.50
H 0.710 -1.089 -3.108 -0.1 0.3 -0.1 -0.13
H -0.115 -2.381 -1.329 -0.1 0.1 0.1 -0.21
H 0.534 1.615 0.124 0.2 0.0 -0.1 -0.03
H -1.516 3.997 -3.875 -0.1 -0.1 0.2 0.34
H 1.460 4.237 -1.941 -0.2 0.1 0.0 0.33
C -4.733 -2.713 3.908 0.0 -0.1 -0.1 -1.02
C -3.782 -1.529 3.971 -0.1 0.0 0.0 -0.31
O -2.715 -1.604 3.041 0.3 0.0 0.0 -0.43
C -3.077 -1.657 1.673 -0.1 0.0 0.0 -0.20
C -3.872 -0.451 1.202 -0.1 0.0 0.1 -0.93
H -4.191 -3.647 4.074 0.0 0.0 0.0 0.28
H -5.508 -2.617 4.670 0.0 0.0 0.0 0.39
H -5.227 -2.789 2.938 -0.1 0.0 0.0 0.27
H -3.322 -1.497 4.960 0.1 0.0 -0.1 0.34
H -4.324 -0.585 3.851 -0.1 0.0 0.0 0.29
H -3.615 -2.587 1.459 -0.1 0.0 0.0 0.29
H -2.141 -1.707 1.112 0.1 0.0 0.2 0.13
H -4.824 -0.357 1.727 0.0 -0.1 -0.1 0.37
H -4.085 -0.531 0.135 0.0 0.0 0.0 0.38
H -3.311 0.465 1.378 0.0 0.0 0.0 0.13
```
Forces are in eV/Å.

Max |F| in eV/Å: 3.1
HOMO level in Eh: -0.356
Charge: 0
DFT total energy in hartree: -2295.531571



# 4
Entry from the OMol25 dataset: C10H25B2N2O6SSiZn as an isolated structure in a non-equilibrium geometry (ωB97M-V/def2-TZVPD).

XYZ file:
```
48
Properties=species:S:1:pos:R:3:forces:R:3:mulliken_charge:R:1
C 3.800 -0.805 1.898 -0.7 -0.2 0.1 -0.98
Si 3.473 0.244 0.315 0.5 -2.0 0.8 0.48
C 4.290 1.978 0.598 0.1 -0.1 -1.6 -1.05
C 4.277 -0.482 -1.254 0.2 -0.5 -0.6 -1.03
O 1.770 0.498 0.221 1.6 1.5 -0.4 0.08
C 1.038 -0.589 -0.432 -0.3 -1.7 -1.0 -0.70
C -0.298 -0.982 0.354 1.3 -0.8 0.4 -0.46
C -1.628 -0.765 -0.482 -0.5 1.7 0.2 0.47
C -1.910 0.839 -0.444 0.4 0.4 -1.0 -1.01
C -1.146 1.629 -1.615 -0.4 1.9 0.7 -0.07
C -1.342 3.214 -1.306 -0.9 -1.0 -0.9 -0.69
S -0.200 3.788 0.074 -0.2 0.1 -0.3 -0.20
C -1.572 -1.244 -2.005 -2.6 0.2 -4.3 0.21
O -0.726 -2.017 -2.522 -1.0 1.6 2.2 -0.61
O -2.602 -0.808 -2.849 3.9 -0.9 3.9 -0.61
N -2.855 -1.415 0.097 1.1 -1.1 0.8 0.07
B -3.114 -1.028 1.522 -1.4 0.9 1.0 0.46
N -4.285 -0.111 1.764 2.8 -0.5 -0.7 -0.64
O -2.390 -1.477 2.689 0.1 1.7 -1.5 -0.59
B -2.881 -2.897 -0.134 0.0 -2.2 -0.3 0.59
O -2.084 -3.801 0.688 -1.9 1.5 -0.4 -0.55
O -3.677 -3.517 -1.162 0.3 1.0 2.5 -0.49
H 4.411 -1.742 1.671 -0.6 1.4 0.5 0.33
H 4.277 -0.145 2.701 -0.6 -1.2 -1.0 0.32
H 2.772 -1.169 2.280 1.6 0.6 -0.5 0.26
H 3.473 2.745 0.900 2.0 -0.1 1.4 0.42
H 5.143 1.888 1.352 -1.4 0.7 -0.7 0.39
H 4.739 2.289 -0.412 -0.4 -0.1 1.4 0.37
H 4.117 -1.621 -1.303 0.2 1.7 0.0 0.32
H 5.409 -0.324 -1.210 -1.5 -0.1 0.0 0.37
H 3.902 -0.034 -2.239 0.5 -0.6 1.3 0.32
H 0.883 -0.311 -1.524 0.0 -0.5 1.5 0.37
H 1.746 -1.504 -0.440 -1.1 1.3 0.0 0.40
H -0.255 -0.380 1.339 -0.4 -0.8 -1.6 0.19
H -0.164 -2.079 0.689 -0.5 1.7 -0.7 0.43
H -1.556 1.308 0.551 -0.5 -0.9 -1.4 0.11
H -3.030 1.085 -0.570 1.8 -0.7 0.1 0.52
H -0.016 1.479 -1.649 -1.3 -0.2 0.0 -0.11
H -1.587 1.474 -2.657 0.6 -0.2 1.5 0.45
H -2.419 3.354 -0.965 1.5 0.1 -0.2 0.42
H -1.157 3.863 -2.227 -0.1 -0.8 1.5 0.39
H -0.956 4.300 1.129 0.7 -0.6 -0.9 0.25
H -4.519 0.411 0.913 -0.2 -0.3 0.7 0.29
H -4.119 0.500 2.572 -0.7 -0.4 -0.4 0.21
H -2.018 -0.660 3.102 -0.6 -1.1 0.0 0.29
H -2.680 -4.411 1.181 0.8 0.2 -0.9 0.28
H -4.626 -3.417 -0.935 0.7 0.2 -0.7 0.31
Zn 2.293 2.846 -0.264 -2.6 -0.8 -0.5 0.43
```
Forces are in eV/Å.

Max |F| in eV/Å: 5.6
HOMO level in Eh: -0.370
Charge: +1
DFT total energy in hartree: -3473.415372
ΔE to the lowest compared entry with this formula, charge and spin in kJ/mol: 528.2



# 5
Entry from the OMol25 dataset: C10H25FNO2Si2 as an isolated structure in a non-equilibrium geometry (ωB97M-V/def2-TZVPD).

XYZ file:
```
41
Properties=species:S:1:pos:R:3:forces:R:3:mulliken_charge:R:1
C -2.618 -1.038 -1.897 -0.1 0.5 0.5 -0.76
O -3.580 -0.649 -0.887 0.7 0.3 -0.4 -0.31
C -4.745 -1.280 -1.084 1.1 3.3 -1.9 0.45
O -5.047 -2.210 -0.486 -1.5 -4.5 3.0 -0.47
C -5.690 -0.784 -2.146 -0.6 -0.2 0.1 0.54
C -7.129 -0.765 -1.674 0.4 0.2 -0.3 -1.28
F -5.361 0.446 -2.624 0.4 0.8 -0.5 -0.33
H -3.108 -1.010 -2.857 0.1 0.0 -0.6 0.38
H -1.807 -0.334 -1.846 0.2 0.4 -0.1 0.26
H -2.208 -2.015 -1.692 -0.1 -0.4 0.2 0.29
H -5.634 -1.501 -2.952 0.3 -0.2 -0.5 0.22
H -7.760 -0.937 -2.529 -0.5 0.0 -0.2 0.32
H -7.328 0.218 -1.281 -0.2 0.3 0.3 0.35
H -7.276 -1.518 -0.925 -0.2 -0.3 0.3 0.35
C 3.190 2.677 -1.421 0.4 0.1 0.1 -1.03
Si 3.278 1.550 0.100 -1.3 -0.6 -0.2 0.11
C 3.562 2.688 1.589 0.5 0.2 -0.1 -1.05
C 4.841 0.497 -0.111 0.4 0.4 0.0 -1.05
N 1.858 0.654 0.187 0.6 -0.1 0.6 -0.04
Si 1.498 -0.479 1.376 0.0 0.9 -1.2 0.07
C 1.415 0.240 3.127 -0.1 -0.4 0.3 -1.04
C 2.692 -1.951 1.422 -0.2 -0.3 0.4 -1.05
C -0.216 -1.196 1.012 0.0 -0.3 0.4 -0.81
H 4.099 3.283 -1.518 0.0 0.0 -0.1 0.27
H 3.074 2.080 -2.327 0.0 0.0 0.0 0.25
H 2.336 3.353 -1.342 0.0 0.0 0.0 0.25
H 4.364 3.410 1.384 0.0 0.0 0.1 0.34
H 3.854 2.124 2.477 -0.1 0.0 0.0 0.30
H 2.655 3.250 1.817 0.0 0.0 0.0 0.25
H 4.697 -0.246 -0.898 -0.1 0.0 0.0 0.25
H 5.105 -0.022 0.813 0.0 -0.1 0.0 0.30
H 5.700 1.122 -0.390 0.0 -0.1 0.0 0.34
H 2.409 0.479 3.512 0.0 0.1 0.0 0.29
H 0.961 -0.477 3.825 0.0 0.1 0.0 0.35
H 0.810 1.148 3.138 0.0 0.0 0.0 0.25
H 2.852 -2.344 0.416 0.0 0.1 0.0 0.24
H 2.290 -2.763 2.042 0.1 0.0 0.0 0.36
H 3.660 -1.671 1.843 0.1 0.0 -0.1 0.29
H -0.223 -1.670 0.027 0.0 0.0 0.0 0.05
H -0.971 -0.406 1.025 0.0 0.0 0.0 0.18
H -0.497 -1.949 1.758 -0.1 0.0 -0.1 0.33
```
Forces are in eV/Å.

Max |F| in eV/Å: 5.6
HOMO level in Eh: -0.127
Charge: -1
DFT total energy in hartree: -1280.221316